{
  "formula": "C2H9NO3Si",
  "method": "ωB97M-V/def2-TZVPD",
  "species": ["C", "O", "Si", "N", "O", "O", "C", "H", "H", "H", "H", "H", "H", "H", "H", "H"],
  "positions_angstrom": [[2.333, 0.628, 0.013], [1.651, -0.507, -0.374], [0.012, -0.669, -0.104], [-0.184, -0.846, 1.540], [-0.487, -2.077, -0.847], [-0.780, 0.646, -0.684], [-2.127, 0.990, -0.726], [2.043, 1.533, -0.571], [3.425, 0.435, -0.306], [2.275, 0.603, 1.118], [0.496, -0.936, 2.233], [-1.014, -0.389, 1.861], [0.096, -2.804, -0.737], [-2.408, 2.073, -0.389], [-2.818, 0.263, -0.321], [-2.514, 1.057, -1.706]],
  "mulliken_charge": [-0.576, -0.329, 0.568, -0.360, -0.539, -0.288, -0.747, 0.215, 0.200, 0.269, 0.225, 0.187, 0.290, 0.249, 0.324, 0.311],
  "lumo_energy_ev": 0.76,
  "total_energy_ev": -17733.705,
  "gap_ev": 10.644,
  "smiles": "CO[Si](N)(O)OC"
}